{
  "formula": "C50H100CaGeN3O2PSi6Te",
  "method": "ωB97M-V/def2-TZVPD",
  "lumo_energy_ev": 0.1,
  "spin_multiplicity": 1,
  "e_above_lowest_kj_mol": 129.7,
  "homo_ev": -7.04,
  "gap_ev": 7.147,
  "molar_mass_g_mol": 1215.1,
  "total_energy_ha": -7380.99899,
  "charge": 0,
  "elements": ["Ca", "C", "O", "Si", "C", "C", "C", "Si", "C", "C", "C", "Si", "C", "C", "C", "H", "H", "H", "H", "H", "H", "H", "H", "H", "H", "H", "H", "H", "H", "H", "H", "H", "H", "H", "H", "H", "H", "H", "H", "H", "H", "H", "C", "Si", "C", "C", "Ge", "Si", "C", "C", "C", "Si", "C", "C", "C", "H", "H", "H", "H", "H", "H", "H", "H", "H", "H", "H", "H", "H", "H", "H", "H", "H", "H", "H", "H", "H", "H", "H", "H", "H", "H", "H", "C", "C", "P", "C", "C", "C", "C", "H", "H", "H", "H", "H", "H", "H", "H", "H", "H", "H", "H", "H", "H", "H", "N", "C", "C", "C", "N", "C", "C", "H", "H", "H", "H", "H", "H", "C", "C", "O", "N", "Te", "C", "C", "C", "C", "C", "C", "C", "C", "C", "C", "C", "C", "C", "C", "C", "C", "C", "C", "H", "H", "H", "H", "H", "H", "H", "H", "H", "H", "H", "H", "H", "H", "H", "H", "H", "H", "H", "H", "H", "H", "H", "H", "H"],
  "xyz": [[1.268, 0.305, 0.301], [4.709, -1.017, 1.337], [3.737, -0.257, 0.643], [4.106, 1.170, -0.231], [5.969, 1.135, -0.603], [4.023, 2.580, 1.020], [2.810, 1.146, -1.544], [1.795, 2.657, -1.931], [0.550, 2.279, -3.323], [0.595, 3.272, -0.576], [2.809, 4.204, -2.360], [3.637, 0.471, -3.086], [5.013, 1.650, -3.707], [2.670, 0.246, -4.700], [4.492, -1.194, -2.692], [5.278, -0.404, 2.042], [5.411, -1.479, 0.638], [4.204, -1.803, 1.902], [6.541, 0.837, 0.279], [6.299, 2.137, -0.883], [6.235, 0.463, -1.417], [4.726, 2.411, 1.840], [3.031, 2.708, 1.457], [4.303, 3.518, 0.536], [0.263, 1.224, -3.284], [0.969, 2.448, -4.316], [-0.352, 2.888, -3.235], [-0.200, 2.550, -0.341], [0.101, 4.179, -0.932], [1.107, 3.532, 0.352], [3.641, 3.948, -3.018], [3.236, 4.626, -1.445], [2.221, 4.985, -2.846], [4.604, 2.338, -4.451], [5.833, 1.106, -4.184], [5.437, 2.252, -2.904], [2.472, 1.218, -5.156], [1.718, -0.271, -4.615], [3.290, -0.318, -5.402], [5.550, -1.046, -2.472], [4.442, -1.882, -3.539], [4.041, -1.682, -1.824], [-2.860, 2.383, 2.451], [-1.584, 2.270, 3.871], [-1.987, 3.775, 4.972], [-2.213, 0.843, 4.978], [0.613, 1.979, 2.845], [1.163, 4.368, 3.128], [-0.264, 5.454, 2.447], [1.401, 4.795, 4.970], [2.676, 5.244, 2.353], [1.736, 1.008, 4.731], [1.353, -0.864, 4.722], [3.630, 1.105, 4.570], [1.345, 1.594, 6.504], [-3.888, 2.279, 2.806], [-2.674, 1.601, 1.709], [-2.777, 3.346, 1.941], [-3.070, 3.876, 5.082], [-1.606, 4.709, 4.560], [-1.562, 3.657, 5.972], [-3.184, 1.106, 5.405], [-1.525, 0.649, 5.804], [-2.333, -0.089, 4.428], [-1.128, 4.858, 2.147], [0.071, 6.016, 1.573], [-0.602, 6.178, 3.193], [0.578, 4.429, 5.585], [1.482, 5.875, 5.115], [2.322, 4.340, 5.344], [2.677, 5.199, 1.262], [3.622, 4.836, 2.712], [2.639, 6.299, 2.638], [1.501, -1.282, 3.721], [0.316, -1.055, 5.014], [2.001, -1.405, 5.415], [3.954, 0.614, 3.649], [4.128, 0.614, 5.410], [3.972, 2.142, 4.535], [0.316, 1.952, 6.589], [2.001, 2.416, 6.796], [1.478, 0.785, 7.227], [4.472, -5.869, 0.256], [3.900, -4.472, 0.029], [2.090, -4.184, 0.360], [1.441, -5.657, -0.587], [-0.072, -5.663, -0.802], [1.972, -4.818, 2.107], [0.649, -4.418, 2.768], [5.551, -5.854, 0.095], [4.046, -6.596, -0.435], [4.295, -6.214, 1.276], [4.061, -4.171, -1.011], [4.438, -3.751, 0.650], [1.743, -6.574, -0.079], [1.937, -5.625, -1.561], [-0.604, -5.721, 0.148], [-0.365, -6.524, -1.405], [-0.391, -4.758, -1.321], [2.800, -4.367, 2.662], [2.092, -5.903, 2.133], [0.502, -3.337, 2.716], [0.636, -4.719, 3.817], [-0.199, -4.892, 2.271], [-3.639, -4.187, 2.818], [-2.806, -3.312, 2.184], [-2.435, -2.100, 2.780], [-1.573, -1.256, 2.118], [-1.064, -1.513, 0.904], [-1.392, -2.691, 0.358], [-2.245, -3.602, 0.938], [-4.138, -3.873, 3.631], [-4.037, -4.947, 2.298], [-2.834, -1.832, 3.750], [-1.266, -0.318, 2.571], [-0.935, -2.893, -0.600], [-2.491, -4.522, 0.421], [1.317, -2.672, -3.028], [0.196, -1.695, -3.306], [-0.112, -1.470, -4.476], [-0.373, -1.188, -2.197], [-1.902, -0.018, -1.898], [-2.972, 1.354, -3.268], [-3.657, 2.367, -2.575], [-3.353, 2.814, -1.161], [-4.612, 3.120, -3.254], [-4.862, 2.953, -4.604], [-5.914, 3.756, -5.317], [-4.063, 2.053, -5.295], [-3.110, 1.264, -4.661], [-2.204, 0.453, -5.531], [-3.588, -1.392, -1.843], [-4.489, -1.204, -0.783], [-4.422, -0.001, 0.117], [-5.516, -2.114, -0.577], [-5.691, -3.214, -1.403], [-6.799, -4.206, -1.181], [-4.820, -3.359, -2.471], [-3.775, -2.470, -2.714], [-2.965, -2.725, -3.950], [2.189, -2.353, -3.594], [1.007, -3.649, -3.403], [1.545, -2.720, -1.967], [-2.711, 2.137, -0.610], [-4.269, 2.973, -0.591], [-2.835, 3.775, -1.210], [-5.153, 3.882, -2.701], [-6.519, 4.325, -4.613], [-6.570, 3.101, -5.891], [-5.455, 4.455, -6.018], [-4.167, 1.963, -6.371], [-2.719, 0.077, -6.415], [-1.745, -0.369, -5.000], [-1.383, 1.090, -5.870], [-3.408, 0.194, 0.458], [-5.049, -0.134, 0.997], [-4.781, 0.877, -0.422], [-6.208, -1.952, 0.242], [-7.398, -3.942, -0.310], [-6.395, -5.210, -1.040], [-7.458, -4.246, -2.049], [-4.953, -4.182, -3.166], [-3.559, -2.454, -4.826], [-2.711, -3.782, -4.038], [-2.051, -2.153, -3.985]],
  "forces_ev_per_angstrom": [[-0.2600, -0.8594, -0.1120], [0.0143, -0.0368, 0.2045], [-0.5059, 0.0007, -0.0064], [0.4845, 0.6038, -0.2774], [-0.3239, -0.3072, -0.2160], [-0.2241, -0.3230, -0.2161], [0.0634, 0.5122, 0.1488], [0.0387, 0.2892, -0.3475], [0.2911, 0.0310, 0.0242], [0.4819, -0.3681, 0.0600], [-0.0804, -0.2336, 0.0080], [0.3827, 0.0195, -0.1233], [-0.1236, -0.0635, 0.1816], [-0.2369, 0.0263, 0.3381], [-0.0685, 0.1434, 0.0424], [-0.0397, 0.0220, -0.0129], [-0.0494, 0.0177, -0.0281], [-0.0125, 0.0385, -0.0051], [-0.0734, 0.0333, 0.0873], [-0.0444, 0.0301, 0.0401], [0.1133, 0.0750, 0.0550], [-0.0023, -0.0570, 0.0138], [0.0308, 0.0590, 0.0457], [-0.0207, 0.0162, -0.0299], [0.0231, -0.0163, -0.1018], [-0.0530, -0.0002, -0.0106], [0.0234, 0.0723, 0.0593], [-0.0978, 0.1102, 0.1159], [-0.0073, -0.0389, -0.1529], [-0.1212, -0.0384, 0.0762], [-0.0133, 0.0211, -0.0143], [0.0046, 0.0101, 0.0082], [-0.0706, -0.0127, 0.0363], [-0.0089, -0.0013, -0.0117], [-0.0208, -0.0500, -0.0183], [0.0378, 0.0076, -0.0744], [0.0531, -0.0173, -0.0076], [0.0363, 0.0194, -0.0922], [0.1166, -0.0038, 0.0641], [-0.0192, -0.0452, -0.0280], [-0.0400, 0.0032, -0.0281], [-0.0417, -0.0505, -0.0071], [0.2489, -0.0360, 0.0834], [-0.6734, 0.0321, 0.0334], [0.4296, -0.0172, -0.1609], [0.3626, -0.0347, -0.1871], [0.0186, 0.4221, 0.4564], [-0.0374, 0.5746, 0.1888], [0.0035, -0.3123, 0.0196], [-0.1506, -0.2718, -0.1363], [-0.0387, -0.4833, -0.0507], [0.3079, -0.3992, 0.3223], [-0.0540, 0.2652, -0.0909], [-0.2461, 0.0896, -0.1145], [-0.1247, 0.1201, -0.2958], [-0.0085, -0.0011, 0.0564], [-0.0002, 0.0604, 0.0495], [0.0052, -0.0165, -0.0306], [-0.0397, -0.1253, -0.0597], [-0.0558, -0.0110, 0.0602], [-0.0005, -0.0079, -0.0024], [-0.0198, 0.0854, -0.0362], [-0.0226, 0.0031, 0.0100], [0.0166, 0.0795, 0.0831], [-0.0223, 0.0759, -0.0061], [0.0403, -0.0360, -0.0273], [0.0341, 0.0137, 0.0150], [0.0695, 0.0161, 0.0184], [-0.0079, 0.0360, -0.0858], [0.0074, -0.0007, -0.0113], [0.0229, -0.0060, 0.0104], [0.0149, 0.0060, -0.0376], [-0.1323, -0.0057, 0.0768], [-0.0017, -0.0354, 0.0165], [-0.0171, -0.0229, -0.0442], [0.0217, 0.0129, 0.0258], [0.0211, 0.0316, -0.0164], [-0.0402, -0.0270, 0.0345], [0.0181, 0.0005, -0.0214], [0.0146, -0.0033, 0.0530], [-0.0173, 0.0145, -0.0132], [0.0437, -0.0636, -0.0529], [-0.0223, 0.1042, 0.0143], [-0.1595, 0.1203, 0.0239], [0.3222, -0.5542, 0.1203], [-0.2004, 0.3387, 0.0136], [0.1381, -0.0741, 0.0002], [-0.2561, 0.2923, -0.1340], [0.1506, -0.1004, -0.0197], [0.0070, -0.0500, 0.0041], [-0.0093, -0.0336, 0.0245], [-0.0016, -0.0378, -0.0084], [0.0425, 0.0741, 0.0365], [-0.0010, 0.0139, -0.0816], [0.1031, -0.0137, -0.0445], [0.0522, -0.0668, 0.0137], [0.0053, 0.0074, -0.0327], [-0.0422, 0.0159, 0.0016], [-0.0446, -0.0517, -0.0236], [0.0403, -0.0556, -0.0067], [0.1127, 0.0020, 0.0065], [-0.0428, -0.0264, 0.0393], [-0.0409, 0.0375, 0.0158], [0.0026, 0.0130, 0.0372], [0.0281, 0.0024, 0.0185], [0.1131, 0.1176, -0.0707], [-0.1208, -0.1054, 0.0251], [-0.0821, -0.0221, -0.0954], [0.5905, 0.2291, 0.2598], [0.0403, 0.0720, -0.0381], [-0.1689, 0.0517, -0.0135], [-0.0471, -0.0568, -0.0250], [-0.0418, 0.0151, 0.0243], [0.0526, -0.0275, -0.0153], [-0.0390, -0.0286, -0.0076], [-0.0716, 0.0410, -0.0551], [0.0214, 0.0240, 0.0051], [-0.1080, 0.1299, 0.1185], [-0.3397, 0.0854, -0.5275], [0.0065, -0.0521, 0.1092], [0.3944, 0.1018, 0.5042], [-1.0327, 0.0344, -0.6919], [0.2352, 0.0890, -0.0036], [0.2184, -0.0842, 0.2424], [0.0019, 0.0936, -0.1728], [-0.0387, 0.0179, -0.0719], [0.0361, -0.0060, 0.0380], [0.0648, -0.0163, -0.0013], [-0.0381, 0.0156, 0.1120], [0.0209, -0.1013, -0.0819], [-0.0422, -0.0403, 0.0545], [0.0456, -0.1167, 0.2007], [0.1692, 0.2897, 0.0928], [-0.1008, -0.1647, -0.0498], [-0.0724, -0.0950, -0.0452], [0.0372, -0.0174, -0.0913], [0.0160, 0.0285, -0.0262], [0.0017, 0.0871, 0.0779], [0.1140, -0.0606, -0.0827], [-0.0408, 0.0783, 0.0278], [0.0486, -0.0339, -0.0070], [0.0090, -0.0232, 0.0366], [0.1207, -0.1120, 0.0640], [-0.0676, 0.0982, 0.1358], [0.0430, -0.0168, 0.0469], [0.0249, -0.0036, 0.0128], [-0.0063, -0.0140, 0.0181], [-0.0140, 0.0081, -0.0162], [-0.0271, 0.0200, 0.0040], [-0.0185, 0.0129, -0.0009], [-0.0102, -0.0249, -0.0023], [-0.0405, 0.0107, 0.0208], [0.1024, -0.1089, -0.0431], [0.0140, -0.0322, 0.0019], [0.0115, 0.0222, 0.0546], [0.0150, -0.0086, 0.0118], [0.0155, -0.0080, 0.0840], [0.0518, 0.0236, 0.0284], [0.0043, -0.0315, 0.0059], [-0.0201, 0.0015, 0.0435], [-0.0215, 0.0083, 0.0118], [-0.0010, -0.0333, 0.0296], [0.0349, -0.0115, -0.0237], [0.0047, 0.0021, 0.0073], [0.1209, 0.0300, -0.0895]],
  "lowdin_charge": [1.072, -0.153, -0.406, 0.282, -0.154, -0.168, -0.535, 0.360, -0.184, -0.217, -0.162, 0.409, -0.190, -0.176, -0.185, 0.079, 0.085, 0.074, 0.035, 0.038, 0.008, 0.043, -0.046, 0.037, -0.019, 0.027, 0.030, -0.016, 0.047, -0.037, 0.009, 0.019, 0.031, 0.022, 0.034, 0.003, 0.020, -0.004, 0.043, 0.013, 0.026, 0.008, -0.233, 0.310, -0.220, -0.211, 0.513, 0.332, -0.234, -0.230, -0.236, 0.272, -0.241, -0.224, -0.220, 0.034, -0.019, 0.014, 0.031, -0.005, 0.019, 0.032, 0.015, -0.027, -0.009, 0.021, 0.024, -0.002, 0.030, 0.015, 0.005, 0.018, 0.031, -0.004, 0.013, 0.026, -0.007, 0.029, 0.018, -0.001, 0.015, 0.026, -0.152, -0.430, 0.963, -0.414, -0.158, -0.417, -0.162, 0.070, 0.060, 0.062, 0.065, 0.043, 0.071, 0.073, 0.045, 0.074, 0.044, 0.073, 0.071, 0.040, 0.074, 0.047, 0.138, -0.317, -0.008, -0.174, 0.004, -0.201, -0.035, 0.101, 0.099, 0.099, 0.035, 0.064, 0.111, -0.011, -0.720, -0.049, -0.290, 1.794, -0.260, -0.302, -0.104, -0.017, -0.259, -0.044, -0.011, -0.274, -0.044, -0.267, -0.293, -0.073, -0.016, -0.263, -0.045, -0.016, -0.269, -0.035, 0.060, 0.090, 0.020, -0.019, 0.084, 0.096, 0.123, 0.075, 0.082, 0.085, 0.125, 0.088, 0.017, 0.099, 0.009, 0.092, 0.075, 0.118, 0.074, 0.081, 0.084, 0.126, 0.100, 0.093, 0.013]
}